The molecule C6H9N. Source: the OMol25 dataset; level of theory: ωB97M-V/def2-TZVPD.

Geometry as ORCA input:
```
! RIJCOSX wB97M-V def2-TZVPD def2/J DEFGRID3
* xyz 0 1
C -1.35011 1.44044 -0.27822
C -0.10789 0.64397 -0.07922
C 0.08236 -0.70202 0.12447
C -0.96549 -1.74136 0.37970
C 1.49033 -0.92761 0.09600
C 2.10819 0.27644 -0.10628
N 1.12834 1.22390 -0.22309
H -2.23481 0.85025 -0.03658
H -1.45773 1.78862 -1.31163
H -1.37777 2.33212 0.35081
H -0.90021 -2.57727 -0.32525
H -1.97700 -1.32936 0.31423
H -0.85044 -2.15649 1.38664
H 1.98059 -1.88441 0.19630
H 3.15055 0.54866 -0.18431
H 1.28110 2.21412 -0.30357
*
```

As for the LUMO energy: 1.066 eV. The relative energy (zero: lowest compared OMol25 entry of this formula, charge and spin) is 1.73 kcal per mole. As for the highest occupied orbital energy: -7.825 eV. The structure (SMILES) is Cc1cc[nH]c1C. The value obtained for the orbital gap is 8.89 eV.